Entry a
Formula: C3H5N3O
Source: the OMol25 dataset
Level of theory: the ωB97M-V functional and the def2-TZVPD basis

Geometry (Å):
1 N -1.072 1.470 -0.071
2 C -0.294 0.359 -0.220
3 C -0.136 -0.555 -1.305
4 C 0.870 -1.431 -0.765
5 N 1.339 -1.056 0.438
6 N 0.632 0.023 0.681
7 O 0.845 0.785 1.773
8 H -1.302 1.592 0.995
9 H -1.918 1.542 -0.754
10 H -0.728 -0.628 -2.176
11 H 1.248 -2.408 -1.163
12 H 0.516 0.306 2.567

Its SMILES is Nc1ccnn1O. As for the lowest unoccupied orbital energy: 0.5671 eV. As for the orbital gap: 0.3220 hartree. The calculation puts the molecular weight at 99.09 g mol⁻¹. The calculation puts the HOMO energy at -0.30114 Eh. Its net charge is 0.

Atomic partial charges in e from the Mulliken method, atoms 1 to 5:
1. N -0.52
2. C 0.41
3. C -0.69
4. C -0.28
5. N -0.87

=====

Entry b
Formula: C3H5N3O
Source: the OMol25 dataset
Level of theory: the ωB97M-V functional and the def2-TZVPD basis

Geometry (Å):
1 N 0.303 1.839 0.347
2 C -0.420 0.797 -0.302
3 N -1.472 1.064 -1.143
4 O -2.018 0.069 -1.644
5 C -0.048 -0.519 -0.146
6 C 0.010 -1.825 -0.285
7 N 0.980 -1.207 0.685
8 H 0.704 2.471 -0.340
9 H -0.321 2.402 0.918
10 H -0.504 -2.766 -0.213
11 H 0.824 -1.197 1.692
12 H 1.962 -1.128 0.430

Its SMILES is N/C(=N/[O-])C1=C[NH2+]1. As for the lowest unoccupied orbital energy: 0.3328 eV. As for the orbital gap: 0.2964 hartree. The calculation puts the molecular weight at 99.09 g mol⁻¹. The calculation puts the HOMO energy at -0.28422 Eh. Its net charge is 0.

Atomic partial charges in e from the Mulliken method, atoms 1 to 5:
1. N -0.56
2. C -0.27
3. N -0.22
4. O -0.44
5. C 0.73

=====

The winner here is entry a, beating the second structure by 3.184 eV.

=====

Entry a
Formula: C3H5N3O
Source: the OMol25 dataset
Level of theory: the ωB97M-V functional and the def2-TZVPD basis

Geometry (Å):
1 N 0.797 -2.188 0.402
2 O -0.243 -1.457 0.968
3 C -0.232 -0.140 0.348
4 C 0.394 0.358 -0.757
5 C -0.192 1.639 -0.873
6 N -1.049 1.870 0.107
7 N -1.146 0.751 0.778
8 H 0.681 -1.914 -0.543
9 H 1.603 -1.862 0.814
10 H 1.092 -0.121 -1.394
11 H 0.153 2.591 -1.381
12 H -1.858 0.473 1.531

Its SMILES is NOc1ccn[nH]1. As for the lowest unoccupied orbital energy: 0.9280 eV. As for the orbital gap: 0.3725 hartree. The calculation puts the molecular weight at 99.09 g mol⁻¹. The calculation puts the HOMO energy at -0.33837 Eh. Its net charge is 0.

Atomic partial charges in e from the Mulliken method, atoms 1 to 5:
1. N -0.42
2. O -0.33
3. C 0.45
4. C -0.30
5. C -0.52

=====

Entry b
Formula: C3H5N3O
Source: the OMol25 dataset
Level of theory: the ωB97M-V functional and the def2-TZVPD basis

Geometry (Å):
1 C -2.176 -0.087 0.035
2 C -0.706 -0.036 0.064
3 N 0.186 -0.979 -0.034
4 N 1.265 -0.068 -0.277
5 N 2.573 -0.301 0.030
6 C 0.310 1.078 -0.080
7 O 0.442 2.249 0.048
8 H -2.552 0.278 -0.922
9 H -2.516 -1.110 0.185
10 H -2.584 0.556 0.816
11 H 3.068 -0.733 -0.747
12 H 2.689 -0.845 0.882

Its SMILES is CC1=NN(N)C1=O. As for the lowest unoccupied orbital energy: 0.0217 eV. As for the orbital gap: 0.3238 hartree. The calculation puts the molecular weight at 99.09 g mol⁻¹. The calculation puts the HOMO energy at -0.32300 Eh. Its net charge is 0.

Atomic partial charges in e from the Mulliken method, atoms 1 to 5:
1. C -1.06
2. C 0.60
3. N -0.70
4. N 0.41
5. N -0.57

=====

The winner here is entry b, beating the second structure by 0.241 eV.

=====

Entry a
Formula: C3H5N3O
Source: the OMol25 dataset
Level of theory: the ωB97M-V functional and the def2-TZVPD basis

Geometry (Å):
1 H -0.591 -2.665 0.101
2 N -0.884 -1.821 -0.397
3 C -0.889 -0.836 0.345
4 C -1.049 0.574 -0.169
5 C 0.247 1.285 -0.119
6 N 1.370 0.649 0.043
7 N 2.389 0.013 -0.295
8 O 3.289 -0.376 0.371
9 H -0.463 -0.893 1.419
10 H -1.521 0.672 -1.256
11 H -1.941 1.060 0.274
12 H 0.043 2.338 -0.317

Its SMILES is [H]/N=C/C/C=N\N=O. As for the lowest unoccupied orbital energy: 0.2203 eV. As for the orbital gap: 0.3313 hartree. The calculation puts the molecular weight at 99.09 g mol⁻¹. The calculation puts the HOMO energy at -0.32323 Eh. Its net charge is 0.

Atomic partial charges in e from the Mulliken method, atoms 1 to 5:
1. H 0.27
2. N -0.55
3. C -0.08
4. C -0.54
5. C -0.06

=====

Entry b
Formula: C3H5N3O
Source: the OMol25 dataset
Level of theory: the ωB97M-V functional and the def2-TZVPD basis

Geometry (Å):
1 N 1.676 0.279 -1.152
2 C 0.544 0.082 -0.360
3 N -0.069 0.902 0.516
4 C -1.220 0.267 1.136
5 O -1.915 0.842 1.970
6 C -1.217 -0.998 0.518
7 N -0.135 -1.053 -0.353
8 H 2.411 0.797 -0.686
9 H 1.477 0.701 -2.052
10 H 0.188 1.855 0.726
11 H -1.897 -1.824 0.632
12 H 0.156 -1.850 -0.896

As for the lowest unoccupied orbital energy: 0.4036 eV. As for the orbital gap: 0.2746 hartree. The calculation puts the molecular weight at 99.09 g mol⁻¹. The calculation puts the HOMO energy at -0.25980 Eh. Its net charge is 0.

Atomic partial charges in e from the Mulliken method, atoms 1 to 5:
1. N -0.53
2. C 0.23
3. N -0.07
4. C 0.42
5. O -0.71

=====

The winner here is entry b, beating the second structure by 4.769 eV.

=====

Entry a
Formula: C3H5N3O
Source: the OMol25 dataset
Level of theory: the ωB97M-V functional and the def2-TZVPD basis

Geometry (Å):
1 N 0.777 1.532 -0.073
2 C 0.554 0.097 -0.119
3 C 1.726 -0.605 -0.278
4 O 1.325 -1.885 -0.178
5 N -0.055 -2.013 0.050
6 C -0.518 -0.792 0.108
7 N -1.854 -0.506 0.428
8 H 0.380 2.086 -0.838
9 H 0.538 1.985 0.815
10 H 1.814 1.430 -0.181
11 H -2.317 0.040 -0.291
12 H -2.370 -1.370 0.558

As for the lowest unoccupied orbital energy: -0.1285 eV. As for the orbital gap: 0.2959 hartree. The calculation puts the molecular weight at 99.09 g mol⁻¹. The calculation puts the HOMO energy at -0.30060 Eh. Its net charge is 0.

Atomic partial charges in e from the Mulliken method, atoms 1 to 5:
1. N -0.18
2. C 0.55
3. C -1.08
4. O -0.01
5. N -0.53

=====

Entry b
Formula: C3H5N3O
Source: the OMol25 dataset
Level of theory: the ωB97M-V functional and the def2-TZVPD basis

Geometry (Å):
1 H -2.221 1.668 0.317
2 N -1.320 1.309 0.016
3 C -1.180 0.081 0.339
4 N -2.029 -0.751 1.035
5 N -0.086 -0.588 -0.215
6 C 0.945 0.019 -0.491
7 C 2.121 0.417 -0.894
8 O 3.187 -0.433 -0.642
9 H -1.854 -1.738 0.900
10 H -3.004 -0.504 0.959
11 H 2.263 1.230 -1.604
12 H 3.176 -0.709 0.280

Its SMILES is [H]/N=C(\N)N=C=CO. As for the lowest unoccupied orbital energy: 0.3117 eV. As for the orbital gap: 0.3190 hartree. The calculation puts the molecular weight at 99.09 g mol⁻¹. The calculation puts the HOMO energy at -0.30758 Eh. Its net charge is 0.

Atomic partial charges in e from the Mulliken method, atoms 1 to 5:
1. H 0.20
2. N -0.62
3. C 0.54
4. N -0.47
5. N -0.38

=====

The winner here is entry b, beating the second structure by 1.755 eV.